A.
This record from OMol25 describes 15 unconnected molecules or ions with the total composition C45H90O45. The level of theory is wB97M-V/def2-TZVPD.

Structure (XYZ):
```
180
Properties=species:S:1:pos:R:3:mulliken_charge:R:1
C 5.219 4.812 1.394 -0.192
O 5.596 5.379 0.163 -0.387
C 5.137 4.955 -1.024 0.799
O 4.387 3.964 -1.182 -0.368
O 5.530 5.801 -1.956 -0.366
C 5.025 5.658 -3.263 -0.704
H 4.257 4.302 1.449 -0.221
H 5.200 5.478 2.256 0.297
H 5.999 4.069 1.560 0.316
H 5.505 4.957 -3.946 0.270
H 5.092 6.670 -3.663 0.304
H 3.952 5.466 -3.260 0.313
C 0.788 -1.032 -5.176 -0.167
O -0.232 -0.850 -6.154 -0.368
C -1.048 0.256 -5.911 0.753
O -0.942 1.039 -4.972 -0.527
O -2.069 0.258 -6.822 -0.370
C -3.107 1.289 -6.806 -0.392
H 0.369 -1.180 -4.181 0.125
H 1.342 -0.139 -4.889 0.100
H 1.450 -1.861 -5.428 0.280
H -2.541 2.202 -6.622 0.320
H -3.731 1.156 -5.922 0.065
H -3.653 1.237 -7.748 0.215
C -6.496 4.186 2.070 -0.799
O -5.241 3.809 1.627 -0.154
C -4.570 4.319 0.657 0.553
O -5.027 5.164 -0.140 -0.663
O -3.451 3.682 0.627 0.098
C -2.517 4.002 -0.366 -0.363
H -7.288 3.925 1.369 0.340
H -6.474 5.206 2.455 0.353
H -6.783 3.687 2.996 0.208
H -2.417 5.084 -0.452 0.474
H -2.714 3.524 -1.326 0.108
H -1.630 3.478 -0.009 -0.088
C 1.322 1.103 3.911 -0.023
O 1.686 -0.202 3.399 -0.380
C 2.279 -0.273 2.146 0.646
O 2.548 0.600 1.331 -0.243
O 2.527 -1.590 1.914 -0.266
C 3.039 -2.109 0.732 -0.131
H 0.264 1.098 4.173 -0.098
H 1.510 1.958 3.261 -0.089
H 1.864 1.357 4.822 0.369
H 3.638 -2.974 1.018 0.512
H 3.812 -1.520 0.239 0.104
H 2.259 -2.385 0.023 -0.226
C 4.109 1.578 -4.477 0.308
O 4.973 1.361 -5.566 -0.361
C 4.894 0.209 -6.288 0.753
O 4.073 -0.718 -6.118 -0.572
O 6.016 0.189 -7.007 -0.313
C 6.404 -0.836 -7.843 -0.801
H 4.478 2.474 -3.979 -0.069
H 4.190 0.683 -3.860 -0.218
H 3.069 1.771 -4.739 0.287
H 5.970 -0.847 -8.842 0.315
H 6.115 -1.804 -7.434 0.320
H 7.485 -0.970 -7.901 0.350
C -1.420 -1.181 0.727 0.376
O -1.117 0.041 0.027 0.152
C 0.079 0.121 -0.661 0.317
O 0.737 -0.848 -1.080 -0.773
O 0.314 1.361 -0.855 0.068
C 1.506 1.714 -1.609 -0.770
H -0.894 -1.233 1.680 -0.030
H -1.063 -2.034 0.150 -0.124
H -2.500 -1.150 0.871 -0.174
H 2.339 1.024 -1.476 0.181
H 1.867 2.732 -1.464 0.155
H 1.389 1.588 -2.685 0.424
C -1.482 -1.036 6.480 -0.835
O -2.038 -0.868 5.227 0.049
C -2.769 0.222 4.916 0.356
O -3.250 1.023 5.781 -0.678
O -2.689 0.373 3.636 0.308
C -2.950 1.610 3.034 -0.685
H -2.264 -1.091 7.238 0.319
H -0.824 -0.202 6.723 0.328
H -0.860 -1.932 6.497 0.209
H -2.989 1.403 1.964 -0.099
H -2.078 2.197 3.324 0.525
H -3.896 2.100 3.260 0.352
C 7.787 -2.204 -4.791 -0.778
O 6.683 -1.776 -3.912 -0.201
C 5.756 -2.594 -3.492 0.548
O 5.765 -3.768 -3.637 -0.595
O 4.870 -1.865 -2.912 -0.011
C 3.680 -2.426 -2.347 -0.565
H 8.521 -1.411 -4.929 0.250
H 7.467 -2.497 -5.791 0.248
H 8.387 -2.940 -4.256 0.358
H 2.960 -1.692 -1.984 -0.108
H 3.896 -3.097 -1.515 0.417
H 3.282 -3.015 -3.173 0.506
C -3.295 -0.702 -2.127 0.052
O -4.554 -0.405 -2.673 -0.393
C -4.883 0.827 -2.784 0.871
O -4.372 1.787 -2.221 -0.583
O -6.034 0.944 -3.461 -0.401
C -6.665 -0.099 -4.175 -0.667
H -3.107 -1.585 -1.517 -0.047
H -3.101 0.080 -1.394 0.132
H -2.531 -0.692 -2.905 0.274
H -7.377 0.357 -4.864 0.282
H -7.102 -0.778 -3.443 0.240
H -5.979 -0.560 -4.885 0.278
C 10.178 2.255 -0.254 -0.681
O 8.785 2.239 -0.095 -0.336
C 7.984 1.298 -0.626 0.646
O 8.351 0.364 -1.323 -0.553
O 6.728 1.565 -0.127 -0.213
C 5.666 0.710 -0.546 -0.526
H 10.696 1.354 0.076 0.272
H 10.624 3.129 0.220 0.218
H 10.226 2.423 -1.330 0.331
H 4.884 0.932 0.181 0.015
H 6.003 -0.325 -0.490 0.542
H 5.223 0.906 -1.522 0.142
C -4.119 -3.514 2.552 -0.491
O -4.955 -3.581 3.654 -0.121
C -5.978 -4.511 3.774 0.612
O -6.346 -5.217 2.850 -0.586
O -6.472 -4.466 5.011 -0.274
C -7.615 -5.182 5.342 -0.708
H -3.752 -4.486 2.224 0.434
H -3.282 -2.834 2.714 0.003
H -4.648 -3.187 1.657 0.240
H -8.151 -5.548 4.466 0.348
H -8.226 -4.566 6.002 0.240
H -7.406 -6.109 5.876 0.268
C 0.125 -4.311 -1.288 0.040
O -0.800 -5.324 -1.387 -0.399
C -2.065 -5.072 -1.166 0.468
O -2.596 -3.941 -0.984 -0.357
O -2.694 -6.281 -1.120 -0.397
C -4.144 -6.343 -0.909 -0.639
H 0.185 -3.906 -0.278 -0.111
H -0.078 -3.425 -1.890 0.196
H 1.085 -4.750 -1.558 0.298
H -4.600 -7.129 -1.512 0.306
H -4.624 -5.411 -1.207 0.227
H -4.474 -6.475 0.121 0.284
C 0.317 -3.116 3.552 0.372
O 0.003 -4.449 3.854 -0.239
C -0.039 -4.899 5.107 0.656
O 0.218 -4.286 6.129 -0.585
O -0.405 -6.217 5.057 -0.332
C -0.408 -7.029 6.226 -0.672
H 0.454 -2.933 2.486 -0.341
H 1.261 -2.820 4.009 0.418
H -0.540 -2.579 3.956 -0.108
H 0.573 -6.969 6.698 0.313
H -0.558 -8.059 5.901 0.231
H -1.216 -6.694 6.876 0.280
C -8.824 0.168 4.300 -0.653
O -8.368 0.320 2.932 -0.376
C -7.067 0.479 2.615 0.726
O -6.168 0.835 3.348 -0.446
O -6.975 0.217 1.300 -0.396
C -5.732 -0.042 0.632 0.136
H -8.266 -0.638 4.777 0.284
H -9.860 -0.172 4.292 0.258
H -8.847 1.071 4.909 0.285
H -5.193 -0.708 1.306 0.003
H -5.093 0.838 0.555 -0.028
H -5.769 -0.498 -0.357 0.190
C 2.438 7.561 3.947 -0.615
O 1.803 6.324 3.542 -0.323
C 1.721 5.918 2.304 0.644
O 2.068 6.542 1.314 -0.564
O 1.213 4.565 2.334 -0.249
C 1.177 3.720 1.194 0.187
H 3.427 7.564 3.488 0.243
H 2.471 7.683 5.029 0.261
H 1.983 8.492 3.610 0.293
H 0.712 4.232 0.352 0.522
H 0.901 2.726 1.548 -0.390
H 2.232 3.639 0.932 -0.120
```

The orbital gap comes out at 10.5 eV. As for the net charge: 0. The spin multiplicity is 1.

***

B.
This record from OMol25 describes 15 unconnected molecules or ions with the total composition C45H90O45. The level of theory is wB97M-V/def2-TZVPD.

Structure (XYZ):
```
180
Properties=species:S:1:pos:R:3:mulliken_charge:R:1
C 17.589 15.115 20.724 0.461
O 16.817 16.288 21.161 -0.266
C 16.926 16.619 22.408 0.629
O 17.404 15.976 23.268 -0.580
O 16.282 17.739 22.656 -0.314
C 16.467 18.447 23.842 -0.767
H 17.118 14.962 19.754 -0.517
H 17.479 14.315 21.421 0.289
H 18.621 15.433 20.632 0.073
H 17.184 19.235 23.568 0.206
H 16.711 17.891 24.709 0.383
H 15.507 18.879 24.104 0.268
C 23.460 12.832 18.104 -1.119
O 22.519 13.627 17.374 0.345
C 23.026 14.581 16.503 0.308
O 24.197 14.751 16.287 -0.572
O 21.991 15.311 16.041 0.273
C 22.416 16.234 14.979 -0.866
H 23.318 13.046 19.166 0.136
H 24.427 13.030 17.719 0.541
H 23.277 11.776 17.892 0.249
H 23.356 15.859 14.575 0.352
H 22.583 17.263 15.340 0.225
H 21.589 16.145 14.290 0.194
C 19.964 13.397 22.292 -0.966
O 20.016 13.349 20.850 0.196
C 19.840 12.234 20.174 0.507
O 19.720 11.128 20.621 -0.640
O 19.775 12.621 18.903 0.298
C 19.677 11.696 17.819 -0.981
H 19.139 12.766 22.524 0.392
H 19.797 14.426 22.595 0.238
H 20.844 13.082 22.814 0.336
H 20.621 11.497 17.367 0.149
H 19.166 12.204 17.027 0.094
H 19.112 10.858 18.248 0.315
C 16.664 11.004 20.291 -0.623
O 16.457 11.358 21.703 -0.390
C 15.446 12.266 21.781 0.717
O 14.751 12.695 20.808 -0.429
O 15.255 12.543 23.050 -0.356
C 14.313 13.618 23.275 -0.600
H 15.854 10.363 19.942 0.543
H 17.592 10.410 20.261 0.268
H 16.729 11.847 19.620 0.088
H 14.421 14.493 22.626 0.197
H 14.390 14.031 24.282 0.257
H 13.320 13.165 23.306 0.328
C 22.133 15.876 20.366 -0.253
O 23.152 16.872 20.700 -0.340
C 23.794 16.608 21.834 0.680
O 23.677 15.658 22.542 -0.514
O 24.778 17.618 21.858 -0.324
C 25.754 17.365 22.858 -0.683
H 21.424 15.669 21.218 0.327
H 22.611 14.942 20.170 0.012
H 21.513 16.345 19.526 0.115
H 26.690 17.912 22.609 0.247
H 26.014 16.307 22.883 0.318
H 25.348 17.636 23.850 0.270
C 20.172 8.759 12.354 -0.619
O 18.929 8.895 13.142 -0.226
C 18.085 9.833 12.682 0.782
O 18.141 10.345 11.605 -0.603
O 17.088 9.964 13.557 -0.240
C 16.288 11.168 13.409 -1.000
H 19.992 8.555 11.302 0.295
H 20.695 7.970 12.889 0.229
H 20.602 9.758 12.444 0.159
H 16.816 11.751 12.652 0.455
H 16.226 11.672 14.352 0.158
H 15.287 10.918 13.091 0.512
C 9.493 15.561 15.717 -0.160
O 10.063 14.495 16.531 -0.385
C 10.808 14.929 17.576 0.944
O 10.992 16.052 17.871 -0.586
O 11.263 13.904 18.266 -0.350
C 12.160 14.283 19.325 -0.651
H 10.011 15.480 14.784 -0.186
H 9.715 16.428 16.305 0.275
H 8.449 15.311 15.592 0.277
H 12.739 15.154 19.125 0.257
H 12.799 13.415 19.376 0.184
H 11.507 14.477 20.189 0.421
C 11.165 18.777 15.256 -0.476
O 10.826 17.979 14.094 -0.416
C 11.871 17.155 13.702 0.406
O 12.801 16.956 14.376 -0.005
O 11.650 16.624 12.480 -0.244
C 10.325 16.749 11.846 -0.776
H 11.163 18.100 16.133 0.164
H 10.369 19.490 15.271 0.229
H 12.125 19.211 15.039 0.187
H 10.388 17.682 11.214 0.279
H 9.514 16.823 12.519 0.373
H 10.325 15.896 11.171 0.271
C 19.335 8.172 16.157 -0.995
O 18.312 9.136 16.008 0.312
C 16.984 8.715 16.105 0.445
O 16.586 7.610 16.160 -0.570
O 16.314 9.887 16.076 0.212
C 14.877 9.724 16.338 -0.979
H 19.054 7.314 15.506 0.345
H 19.501 8.005 17.222 0.318
H 20.270 8.567 15.784 0.190
H 14.396 9.453 15.419 0.323
H 14.559 10.682 16.653 0.198
H 14.642 8.890 17.002 0.380
C 15.123 19.077 16.201 0.104
O 16.281 19.717 15.544 -0.114
C 15.996 20.704 14.640 0.708
O 14.958 21.168 14.244 -0.607
O 17.197 21.052 14.178 -0.294
C 17.279 22.076 13.219 -0.856
H 14.321 18.930 15.542 -0.020
H 14.791 19.726 17.009 0.392
H 15.610 18.154 16.528 -0.261
H 17.591 21.540 12.385 0.278
H 18.024 22.743 13.562 0.277
H 16.395 22.579 13.057 0.407
C 18.972 16.076 17.448 -0.188
O 17.531 16.199 17.339 -0.131
C 16.730 15.102 17.056 0.352
O 17.129 13.934 17.041 -0.197
O 15.539 15.554 16.849 -0.006
C 14.515 14.606 16.496 0.571
H 19.314 17.070 17.788 0.375
H 19.319 15.931 16.427 -0.055
H 19.286 15.332 18.171 -0.093
H 14.815 13.990 15.669 -0.134
H 13.665 15.240 16.215 -0.410
H 14.400 13.992 17.405 0.071
C 13.739 12.000 8.901 -0.790
O 13.646 12.087 10.320 -0.144
C 12.424 12.501 10.748 0.760
O 11.468 12.718 10.022 -0.627
O 12.421 12.609 12.045 -0.146
C 11.201 13.027 12.678 -0.515
H 13.804 12.983 8.505 0.342
H 12.902 11.444 8.478 0.301
H 14.708 11.583 8.726 0.240
H 10.738 13.754 11.994 0.085
H 11.489 13.518 13.558 0.171
H 10.501 12.162 12.717 0.374
C 16.375 20.189 20.334 -0.800
O 17.428 20.008 21.246 -0.337
C 18.648 19.690 20.857 0.958
O 19.119 19.727 19.693 -0.658
O 19.310 19.257 21.940 -0.367
C 20.659 18.901 21.778 -0.275
H 15.904 21.149 20.369 0.372
H 15.583 19.456 20.591 0.255
H 16.766 20.191 19.302 0.328
H 21.204 19.835 21.407 0.314
H 20.712 18.057 21.079 -0.074
H 21.097 18.608 22.710 0.316
C 23.925 12.606 13.732 -0.881
O 22.606 12.496 14.371 -0.177
C 21.617 13.130 13.829 0.644
O 21.777 14.038 13.022 -0.686
O 20.446 12.655 14.289 0.019
C 19.239 13.415 13.898 -0.817
H 24.569 12.175 14.512 0.254
H 24.114 13.632 13.697 0.352
H 23.846 12.117 12.791 0.333
H 18.496 13.516 14.697 0.188
H 18.878 12.845 13.061 0.370
H 19.500 14.375 13.460 0.381
C 15.035 14.724 12.342 0.248
O 15.832 15.853 12.043 -0.547
C 16.733 16.218 12.968 0.587
O 16.944 15.557 14.020 -0.163
O 17.369 17.315 12.571 -0.407
C 18.530 17.618 13.344 0.011
H 14.393 14.949 13.200 0.057
H 15.437 13.766 12.526 -0.205
H 14.340 14.651 11.495 0.106
H 19.400 17.609 12.681 0.327
H 18.652 16.959 14.189 -0.263
H 18.366 18.611 13.741 0.182
```

The orbital gap comes out at 11.0 eV. As for the net charge: 0. The spin multiplicity is 1.

***

The data favor B; the next most stable structure lies 265.5 kJ/mol above it.

***

A.
This record from OMol25 describes a single C10H12O2S molecule. The level of theory is wB97M-V/def2-TZVPD.

Structure (XYZ):
```
25
Properties=species:S:1:pos:R:3:mulliken_charge:R:1
C 1.688 -2.694 1.232 -0.526
C 2.152 -1.371 1.485 -0.582
C 0.760 -2.841 0.264 -0.781
C 1.472 -0.253 0.826 -0.109
C 0.209 -1.794 -0.430 0.032
C 0.438 -0.501 -0.055 -0.388
C -0.639 1.819 0.722 -1.118
C -1.834 0.279 -0.755 -1.120
C -0.339 0.641 -0.609 1.599
C 0.409 1.383 -1.709 -1.416
O -3.099 1.487 1.528 -0.647
O -2.865 2.968 -0.398 -0.618
S -2.362 1.814 0.314 0.998
H 2.193 -3.446 1.839 0.375
H 2.928 -1.104 2.206 0.356
H 0.533 -3.835 -0.055 0.369
H 1.865 0.783 1.156 0.247
H -0.544 -2.059 -1.237 0.408
H -0.489 1.381 1.689 0.572
H -0.162 2.704 0.449 0.451
H -2.178 0.315 -1.821 0.306
H -2.095 -0.730 -0.352 0.540
H -0.247 2.028 -2.401 0.374
H 1.018 0.895 -2.517 0.334
H 1.189 2.133 -1.369 0.342
```

The orbital gap comes out at 10.2 eV. As for the net charge: 0. The spin multiplicity is 1.

***

B.
This record from OMol25 describes a single C10H12O2S molecule. The level of theory is wB97M-V/def2-TZVPD.

Structure (XYZ):
```
25
Properties=species:S:1:pos:R:3:mulliken_charge:R:1
C -1.033 -3.350 -0.457 -0.396
C -1.512 -2.325 -1.264 -0.545
C 0.254 -3.269 0.059 -0.594
C -0.717 -1.240 -1.554 -0.499
C 1.056 -2.182 -0.204 -0.406
C 0.586 -1.127 -1.015 1.243
C 1.640 1.860 1.300 -0.576
C 1.325 0.042 -1.257 -0.966
C 0.202 1.634 1.081 -0.116
C -0.620 2.534 0.251 -1.062
O 3.273 -0.356 0.441 -0.568
O 2.394 2.002 0.111 -0.349
S 2.897 0.552 -0.630 0.450
H -1.658 -4.201 -0.236 0.384
H -2.513 -2.383 -1.668 0.377
H 0.634 -4.070 0.677 0.384
H -1.094 -0.441 -2.179 0.345
H 2.053 -2.125 0.196 0.462
H 1.803 2.815 1.819 0.339
H 2.077 1.051 1.900 0.339
H 0.979 0.726 -2.016 0.383
H -0.281 0.831 1.610 0.477
H -1.265 1.963 -0.418 0.228
H 0.005 3.209 -0.328 0.279
H -1.287 3.129 0.885 0.386
```

The orbital gap (spin up / spin down) comes out at 8.2 / 6.6 eV. As for the net charge: 0. The spin multiplicity is 1.

***

The data favor A; the next most stable structure lies 101.4 kJ/mol above it.

***

A.
This record from OMol25 describes 2 unconnected molecules or ions with the total composition CHF2IO. The level of theory is wB97M-V/def2-TZVPD.

Structure (XYZ):
```
6
Properties=species:S:1:pos:R:3:mulliken_charge:R:1
C 0.806 -1.397 -0.552 0.298
O 0.245 -1.232 0.488 -0.408
F 0.429 -0.662 -1.547 -0.175
F -2.661 -0.206 1.641 -0.389
I -2.891 1.113 3.066 0.395
H 1.595 -2.094 -0.850 0.279
```

The orbital gap comes out at 8.7 eV. As for the net charge: 0. The spin multiplicity is 1.

***

B.
This record from OMol25 describes 2 unconnected molecules or ions with the total composition CHF2IO. The level of theory is wB97M-V/def2-TZVPD.

Structure (XYZ):
```
6
Properties=species:S:1:pos:R:3:mulliken_charge:R:1
C 0.386 0.065 -0.775 0.438
O -1.230 -0.406 0.630 -0.684
F 0.122 1.222 -1.216 -0.105
F 1.340 0.142 0.127 -0.156
I -0.821 -0.220 2.505 0.186
H 0.203 -0.803 -1.272 0.321
```

The orbital gap comes out at 7.5 eV. As for the net charge: 0. The spin multiplicity is 1.

***

The data favor A; the next most stable structure lies 254.6 kJ/mol above it.